C4H11N2 | ωB97M-V with the def2-TZVPD basis set

Structure (XYZ):
```
17
Properties=species:S:1:pos:R:3:forces:R:3:nbo_charge:R:1
C 0.3530 1.5753 0.0691 -2.3 0.3 2.7 -0.202
C -0.1529 0.9692 -1.1845 0.9 -2.8 -1.5 -0.421
C 0.1677 -0.6187 -1.1831 -0.2 1.1 -1.0 -0.401
C -0.5195 -1.4967 -0.1108 0.1 -0.1 0.1 -0.254
N 0.4135 -1.3990 1.0081 -0.3 -1.3 2.1 -0.783
N -0.3150 1.1114 1.2105 0.0 -0.7 -4.7 -0.234
H 1.0351 0.7672 0.5246 1.6 -1.3 0.6 0.411
H 0.7660 2.5628 0.0885 0.0 0.7 0.0 0.250
H 0.3680 1.4016 -2.0617 -0.1 -0.1 0.7 0.271
H -1.2148 1.2306 -1.2332 0.1 -0.3 -0.1 0.261
H 1.2090 -0.7139 -0.8524 0.0 0.2 -0.7 0.228
H 0.1234 -0.9944 -2.2104 -0.4 0.0 0.2 0.249
H -0.6634 -2.5560 -0.4396 0.2 1.0 0.2 0.239
H -1.4890 -1.0918 0.2312 0.1 -0.1 -0.5 0.214
H -0.5901 1.8522 1.7477 0.1 2.9 3.1 0.369
H 0.0304 -0.6701 1.6726 0.9 -1.7 -0.5 0.389
H 0.6467 -2.3496 1.4583 -0.5 2.2 -0.7 0.414
```
Forces are in eV/Å.

Computed properties:
* 2S+1: 1
* electronic energy: -268.055280 hartree
* charge: +1
* frontier orbital gap: 5.86 eV
* energy above the lowest of the compared OMol25 structures with the same formula, charge and spin: 156.6 kcal/mol

---

C44H66FN4RbSi2Te | ωB97M-V with the def2-TZVPD basis set

Structure (XYZ):
```
119
Properties=species:S:1:pos:R:3:forces:R:3:mulliken_charge:R:1
Rb -1.3333 -0.6307 -0.6489 -0.4 -0.4 -0.1 0.867
C 0.0405 -4.1234 5.4431 0.0 0.0 0.0 -0.921
C -0.6593 -4.6181 4.1755 0.0 -0.1 0.0 -1.021
C -1.3327 -3.5145 3.4212 0.0 0.0 0.0 0.258
C -2.6369 -3.1278 3.4750 0.0 0.0 0.0 0.322
C -3.7426 -3.7113 4.2982 0.0 0.0 0.0 -1.010
C -4.0001 -2.9314 5.5897 0.0 0.0 0.0 -0.926
C -2.7449 -1.9518 2.6115 0.0 0.1 0.0 0.315
N -1.5537 -1.6712 2.0519 0.1 0.1 0.0 -0.253
C -0.6649 -2.5649 2.5276 0.0 0.0 0.0 0.078
C 0.7122 -2.5525 2.2639 0.0 0.0 0.0 -0.495
C 1.4504 -1.5813 1.5765 -0.1 0.0 0.0 0.036
C 2.9104 -1.5654 1.4527 0.1 0.1 0.0 0.554
C 3.8484 -2.5814 2.0255 0.0 0.0 -0.1 -1.049
C 4.1966 -2.3050 3.4896 0.0 0.0 0.0 -1.267
C 3.2191 -0.4154 0.7907 0.0 -0.1 0.0 1.158
C 1.9419 0.2472 0.5165 0.0 0.0 0.0 -0.480
C 1.8118 1.4975 -0.1078 0.0 0.0 0.0 0.118
C 0.6500 2.2555 -0.2833 -0.1 0.0 0.1 -0.398
N -0.5859 1.8656 0.0859 0.1 0.2 0.0 -0.593
C -1.4315 2.8737 -0.1961 0.0 0.0 0.0 0.079
C -2.8036 2.8660 0.0832 0.0 0.0 0.0 -0.434
C -3.5475 1.8693 0.7320 0.0 0.0 0.0 0.134
N -3.0541 0.6949 1.1625 0.0 0.0 0.0 -0.415
C -4.0478 0.0443 1.7988 0.0 0.0 0.0 0.014
C -3.9097 -1.1869 2.4482 0.0 0.0 0.0 -0.498
C -5.2777 0.8393 1.7558 0.0 0.1 0.0 0.322
C -4.9636 1.9838 1.0899 -0.1 0.0 0.0 0.456
C -5.8662 3.1260 0.7415 0.0 0.0 0.1 -1.011
C -6.3484 3.0685 -0.7097 0.0 0.0 0.0 -1.077
C -6.5860 0.4697 2.3833 0.0 0.0 -0.1 -0.993
C -6.6349 0.7939 3.8775 0.0 0.0 0.1 -1.007
C -0.6990 3.9963 -0.7911 0.0 0.0 0.0 0.622
C 0.6019 3.6083 -0.8493 0.0 0.0 0.0 0.806
C 1.7811 4.4032 -1.3178 0.0 0.0 -0.1 -1.104
C 2.5311 5.0747 -0.1654 0.0 0.0 0.0 -1.274
C -1.3008 5.2942 -1.2352 0.0 0.0 0.1 -0.923
C -1.9892 5.1977 -2.5970 0.0 0.0 -0.1 -1.019
N 0.9223 -0.4899 0.9899 0.1 0.1 0.1 -0.316
C 4.5746 0.1207 0.4523 0.0 0.0 0.0 -0.917
C 5.0486 1.2063 1.4210 0.0 0.0 0.0 -1.228
H 0.5612 -4.9335 5.9622 0.0 0.0 0.0 0.351
H -0.6810 -3.6811 6.1329 0.0 0.0 0.0 0.208
H 0.7680 -3.3491 5.1951 0.0 0.0 0.0 0.158
H -1.3908 -5.3888 4.4412 0.0 0.0 0.0 0.421
H 0.0758 -5.1095 3.5303 0.0 0.0 0.0 0.367
H -3.5079 -4.7521 4.5450 0.0 0.0 0.0 0.382
H -4.6657 -3.7401 3.7097 0.0 0.0 0.0 0.367
H -3.1104 -2.9329 6.2224 0.0 0.0 0.0 0.211
H -4.8292 -3.3600 6.1606 0.0 0.0 0.0 0.361
H -4.2362 -1.8904 5.3653 0.0 0.0 0.0 0.154
H 1.2881 -3.3660 2.6974 0.0 0.0 0.0 0.111
H 4.7682 -2.6156 1.4315 0.0 0.0 0.0 0.318
H 3.4049 -3.5787 1.9453 0.0 0.0 0.0 0.527
H 4.6970 -1.3399 3.5899 0.0 0.0 0.0 0.218
H 4.8516 -3.0779 3.9022 0.0 0.0 0.0 0.415
H 3.2883 -2.2644 4.0935 0.0 0.0 0.0 0.202
H 2.7344 1.9491 -0.4643 0.0 0.0 0.0 0.559
H -3.3520 3.7609 -0.1991 0.0 0.0 0.0 0.179
H -4.8036 -1.5707 2.9335 0.0 0.0 0.0 0.183
H -5.3440 4.0735 0.9081 0.0 0.0 0.0 0.385
H -6.7299 3.1366 1.4147 0.0 0.0 0.0 0.413
H -5.4979 3.0678 -1.3930 0.0 0.0 0.0 0.226
H -6.9903 3.9189 -0.9579 0.0 0.0 0.0 0.356
H -6.9090 2.1492 -0.8907 0.0 0.0 0.0 0.293
H -6.7739 -0.5990 2.2408 0.0 0.0 0.0 0.400
H -7.4023 0.9894 1.8710 0.0 0.0 0.0 0.452
H -5.8293 0.2808 4.4047 0.0 0.0 0.0 0.166
H -7.5874 0.4950 4.3252 0.0 0.0 0.0 0.350
H -6.4984 1.8650 4.0404 0.0 0.0 0.0 0.308
H 1.4528 5.1642 -2.0336 0.0 0.0 0.0 0.456
H 2.4676 3.7525 -1.8656 0.0 0.0 0.0 -0.026
H 1.8750 5.7675 0.3658 0.0 0.0 0.0 0.329
H 3.4052 5.6288 -0.5193 0.0 0.0 0.0 0.423
H 2.8663 4.3276 0.5557 0.0 0.0 0.0 0.146
H -0.5279 6.0689 -1.2728 0.0 0.0 0.0 0.474
H -2.0277 5.6325 -0.4890 0.0 0.0 0.0 0.419
H -1.2719 4.9217 -3.3711 0.0 0.0 0.0 0.151
H -2.4556 6.1456 -2.8816 0.0 0.0 0.0 0.411
H -2.7575 4.4231 -2.5856 0.0 0.0 0.0 0.204
H 4.5688 0.5286 -0.5640 0.0 0.0 0.0 0.266
H 5.3008 -0.6991 0.4404 0.0 0.0 0.0 0.346
H 4.3467 2.0415 1.4316 0.0 0.0 0.0 0.089
H 6.0343 1.5897 1.1416 0.0 0.0 0.0 0.415
H 5.1065 0.8187 2.4400 0.0 0.0 0.0 0.242
F -1.2382 -1.2168 -3.4401 -0.1 -0.1 0.0 -0.780
C 2.6111 1.7936 -4.1726 0.0 0.0 0.0 -0.362
Si 1.0299 1.1075 -4.9290 0.0 -0.1 0.1 0.045
C 0.9331 1.7669 -6.7067 0.0 0.0 0.1 -1.104
C -0.4379 1.7493 -3.9730 0.0 0.1 0.0 0.356
C 1.0430 -0.7591 -4.9867 0.0 0.1 -0.1 -0.969
Te 1.0070 -1.5995 -3.0219 0.3 -0.1 0.0 0.032
C 3.2428 -1.5498 -2.9205 0.0 0.0 0.0 0.270
Si 4.0130 -3.2251 -2.9417 -0.1 0.0 0.0 0.397
C 3.3029 -4.3087 -1.5808 0.0 0.0 -0.1 -0.579
C 3.7305 -4.0505 -4.6156 0.0 0.0 0.1 -1.128
C 5.8890 -3.1498 -2.6660 0.0 0.0 0.0 -1.093
H 2.5783 2.8869 -4.1966 0.0 0.0 0.0 0.328
H 3.5063 1.4690 -4.7088 0.0 0.0 0.0 0.426
H 2.6992 1.4773 -3.1304 0.0 0.0 0.0 -0.280
H 0.9166 2.8603 -6.7226 0.0 0.0 0.0 0.271
H 0.0273 1.4116 -7.2033 0.0 0.0 0.0 0.306
H 1.7915 1.4354 -7.2970 0.0 0.0 0.0 0.274
H -0.5225 2.8329 -4.0945 0.0 0.0 0.0 -0.144
H -0.3302 1.5404 -2.9069 0.0 0.0 0.0 -0.483
H -1.3627 1.2719 -4.2992 0.0 0.0 0.0 0.474
H 1.8802 -1.1961 -5.5348 0.0 0.1 0.0 0.503
H 0.1065 -1.1098 -5.4216 0.0 0.0 0.0 0.473
H 3.4682 -1.0252 -1.9878 0.0 0.0 0.0 -0.698
H 3.6101 -0.9282 -3.7419 0.0 0.0 0.0 0.277
H 2.2290 -4.4484 -1.7177 0.0 0.0 0.0 0.295
H 3.4478 -3.8386 -0.6056 0.0 0.0 0.0 -0.146
H 3.7811 -5.2924 -1.5627 0.0 0.0 0.0 0.386
H 2.6619 -4.0879 -4.8361 0.0 0.0 0.0 0.294
H 4.1234 -5.0710 -4.6283 0.0 0.0 0.0 0.293
H 4.2221 -3.4889 -5.4141 0.0 0.0 0.0 0.304
H 6.1112 -2.6886 -1.7004 0.0 0.0 0.0 0.254
H 6.3739 -2.5471 -3.4384 0.0 0.0 0.0 0.299
H 6.3462 -4.1436 -2.6764 0.0 0.0 0.0 0.313
```
Forces are in eV/Å.

Computed properties:
* 2S+1: 1
* electronic energy: -2906.354892 hartree
* charge: -2
* frontier orbital gap: 4.97 eV

---

- What is the formula in the second record?
  C44H66FN4RbSi2Te

---

- Among the records above, which one has the highest charge?
  C4H11N2

---

What did the first record say?
C4H11N2 | ωB97M-V with the def2-TZVPD basis set

Structure (XYZ):
```
17
Properties=species:S:1:pos:R:3:forces:R:3:nbo_charge:R:1
C 0.3530 1.5753 0.0691 -2.3 0.3 2.7 -0.202
C -0.1529 0.9692 -1.1845 0.9 -2.8 -1.5 -0.421
C 0.1677 -0.6187 -1.1831 -0.2 1.1 -1.0 -0.401
C -0.5195 -1.4967 -0.1108 0.1 -0.1 0.1 -0.254
N 0.4135 -1.3990 1.0081 -0.3 -1.3 2.1 -0.783
N -0.3150 1.1114 1.2105 0.0 -0.7 -4.7 -0.234
H 1.0351 0.7672 0.5246 1.6 -1.3 0.6 0.411
H 0.7660 2.5628 0.0885 0.0 0.7 0.0 0.250
H 0.3680 1.4016 -2.0617 -0.1 -0.1 0.7 0.271
H -1.2148 1.2306 -1.2332 0.1 -0.3 -0.1 0.261
H 1.2090 -0.7139 -0.8524 0.0 0.2 -0.7 0.228
H 0.1234 -0.9944 -2.2104 -0.4 0.0 0.2 0.249
H -0.6634 -2.5560 -0.4396 0.2 1.0 0.2 0.239
H -1.4890 -1.0918 0.2312 0.1 -0.1 -0.5 0.214
H -0.5901 1.8522 1.7477 0.1 2.9 3.1 0.369
H 0.0304 -0.6701 1.6726 0.9 -1.7 -0.5 0.389
H 0.6467 -2.3496 1.4583 -0.5 2.2 -0.7 0.414
```
Forces are in eV/Å.

Computed properties:
* 2S+1: 1
* electronic energy: -268.055280 hartree
* charge: +1
* frontier orbital gap: 5.86 eV
* energy above the lowest of the compared OMol25 structures with the same formula, charge and spin: 156.6 kcal/mol